[1]
This record from OMol25 describes a 2-piece molecular cluster, C3H7OS overall. The level of theory is wB97M-V/def2-TZVPD.

- Kohn-Sham gap: 6.11 eV
- Electronic energy: -16107.46969 eV
- LUMO energy: 3.6 eV
- Highest occupied orbital energy: -2.515 eV
- Energy relative to the best compared isomer or geometry (same formula, charge and spin): 18.6 kcal/mol
- Multiplicity: 1
- Charge: -1

Positions of all 12 atoms, in Å:
1 C 1.02 -1.30 0.37
2 C 0.73 0.03 0.19
3 O 0.37 0.85 1.10
4 C 0.82 0.59 -1.23
5 H 1.44 -1.88 -0.44
6 H 1.02 -1.75 1.36
7 H -1.65 0.62 0.93
8 H 1.13 -0.18 -1.93
9 H -0.13 1.05 -1.51
10 H 1.57 1.39 -1.23
11 S -2.97 0.49 0.60
12 H -3.35 0.07 1.81



[2]
This record from OMol25 describes a 2-piece molecular cluster, C3H7OS overall. The level of theory is wB97M-V/def2-TZVPD.

- Kohn-Sham gap: 6.54 eV
- Electronic energy: -16106.87969 eV
- LUMO energy: 4.0 eV
- Highest occupied orbital energy: -2.515 eV
- Energy relative to the best compared isomer or geometry (same formula, charge and spin): 32.2 kcal/mol
- Multiplicity: 1
- Charge: -1

Positions of all 12 atoms, in Å:
1 O 0.03 -0.46 3.53
2 C -0.52 0.20 2.68
3 H -1.62 0.36 2.65
4 H 0.05 0.81 1.96
5 C 0.80 -0.64 -1.12
6 C -0.18 0.31 -1.79
7 S -1.19 1.18 -0.48
8 H 1.40 -0.36 -0.25
9 H 1.50 -1.03 -1.88
10 H 0.20 -1.33 -0.52
11 H -0.84 -0.17 -2.52
12 H 0.36 1.13 -2.26